C35H35N3OPW | ωB97M-V/def2-TZVPD

Element x y z (Å)
W  -0.1618  0.6004  0.3557
N  0.3253  -1.1230  1.6535
C  1.5317  -1.8712  1.3788
C  1.6660  -3.1629  1.8688
C  2.8177  -3.8807  1.5978
C  3.8343  -3.3158  0.8366
C  3.6861  -2.0332  0.3392
C  2.5357  -1.2884  0.6036
P  2.0937  0.3035  -0.1747
C  3.3261  1.5541  0.2700
C  3.0044  2.8974  0.0797
C  3.9067  3.8902  0.4256
C  5.1325  3.5518  0.9821
C  5.4550  2.2184  1.1864
C  4.5581  1.2221  0.8273
C  2.3689  -0.0556  -1.9503
C  2.0462  -1.3130  -2.4619
C  2.0961  -1.5530  -3.8280
C  2.4662  -0.5373  -4.6994
C  2.7905  0.7164  -4.1980
C  2.7431  0.9571  -2.8315
H  -0.3637  -1.7009  2.1221
H  0.5355  -0.3230  2.2763
H  0.8738  -3.6041  2.4631
H  2.9195  -4.8886  1.9777
H  4.7279  -3.8838  0.6166
H  4.4521  -1.6178  -0.3044
H  2.0300  3.1693  -0.3072
H  3.6427  4.9295  0.2808
H  5.8315  4.3278  1.2653
H  6.4041  1.9502  1.6314
H  4.8189  0.1895  1.0147
H  1.7567  -2.1163  -1.7940
H  1.8527  -2.5365  -4.2091
H  2.5143  -0.7252  -5.7640
H  3.0935  1.5087  -4.8700
H  3.0107  1.9367  -2.4544
C  -6.4243  0.0287  -1.5374
C  -5.6078  -0.4829  -0.3613
N  -5.3930  -1.9284  -0.4046
C  -6.4182  -2.7811  0.2055
C  -6.1073  -3.0868  1.6611
C  -4.3532  -2.5286  -1.0145
O  -4.2048  -3.7362  -1.0956
C  -3.2901  -1.6528  -1.6358
C  -3.2171  -1.4781  -3.0128
C  -2.1506  -0.7799  -3.5576
C  -1.1710  -0.2835  -2.7178
N  -1.2242  -0.4671  -1.3917
C  -2.2600  -1.1437  -0.8724
H  -6.6396  1.0917  -1.4250
H  -7.3745  -0.5011  -1.6113
H  -5.8869  -0.1117  -2.4769
H  -6.1192  -0.2700  0.5786
H  -4.6490  0.0314  -0.3061
H  -6.4773  -3.6994  -0.3742
H  -7.3707  -2.2586  0.1074
H  -5.1702  -3.6383  1.7381
H  -6.8969  -3.6968  2.0994
H  -6.0260  -2.1718  2.2513
H  -3.9852  -1.8984  -3.6500
H  -2.0676  -0.6278  -4.6242
H  -0.3039  0.2470  -3.0922
H  -2.2503  -1.2908  0.2061
C  0.3370  1.8181  1.5509
C  0.8602  2.7977  2.4914
C  0.3124  4.0797  2.5693
C  0.8460  5.0174  3.4393
C  1.9372  4.6907  4.2337
C  2.4896  3.4187  4.1629
C  1.9529  2.4764  3.3000
H  -0.5311  4.3371  1.9411
H  0.4136  6.0080  3.4955
H  2.3562  5.4259  4.9081
H  3.3415  3.1623  4.7793
H  2.4003  1.4905  3.2361

Results
LUMO, eV: -3.162
E, Eh: -2002.394574
Charge: +1
Spin multiplicity: 1
HOMO energy, eV: -9.8
Orbital gap, eV: 6.6